(1)
The following is a quantum chemistry calculation of 2 unconnected molecules or ions with the total composition C3H3NO, from OMol25.

Each line ends with the Mulliken charge.
CARTESIAN COORDINATES (ANGSTROEM)
C -0.3471 1.1705 0.0077  0.450
C 2.3335 -1.0788 0.5828  0.060
C -1.0476 -0.0740 -0.0268  -0.812
N 0.4598 1.9840 -0.0252  -0.407
O 2.4025 -0.7646 -0.4759  -0.077
H -1.6460 -0.1004 -0.8759  0.286
H -1.8253 -0.3545 0.6524  0.318
H -0.3300 -0.7821 0.1609  0.181

The calculation puts the LUMO energy at 0.80 eV. The energy above the lowest of the compared OMol25 structures with the same formula, charge and spin comes out at 13.9 kcal per mole. For the HOMO-LUMO gap, the calculation gives 0.46027 Ha. The value obtained for the highest occupied orbital energy is -11.73 eV. The value obtained for the calculated total energy is -6695.888 eV.

=====

(2)
The following is a quantum chemistry calculation of a molecular structure, C37H41IrN3O5, from OMol25.

Each line ends with the Mulliken charge.
CARTESIAN COORDINATES (ANGSTROEM)
Ir -0.1987 -0.1829 0.1122  1.818
O 6.3521 0.6089 -4.3389  -0.475
C 5.0210 0.4266 -4.3926  0.488
O 4.4784 0.2652 -5.4446  -0.520
C 4.2509 0.4325 -3.0973  1.025
C 4.8272 0.4512 -1.8323  -1.196
C 4.0465 0.3849 -0.6930  -0.942
C 2.6627 0.2918 -0.7945  1.268
C 2.0837 0.3156 -2.0611  -0.639
C 2.8652 0.3828 -3.1960  -1.161
N 1.8016 0.1261 0.3299  0.965
C 2.1983 0.3424 1.5168  -0.033
C 1.2662 0.2147 2.6187  0.239
C 1.6382 0.4232 3.9363  -0.673
C 0.6866 0.2858 4.9325  -0.853
C -0.6113 -0.0418 4.5840  -0.953
C -0.9132 -0.2284 3.2421  -0.398
N 0.0072 -0.1176 2.2984  -0.006
H 6.6684 0.7687 -3.4443  0.277
H 5.9012 0.5003 -1.6974  0.172
H 4.5407 0.3866 0.2702  0.223
H 1.0027 0.2969 -2.1459  0.356
H 2.4232 0.3944 -4.1830  0.511
H 3.2133 0.6679 1.7145  0.359
H 2.6639 0.6910 4.1600  0.556
H 0.9513 0.4398 5.9701  0.524
H -1.3841 -0.1430 5.3326  0.505
H -1.9167 -0.4592 2.9090  0.412
C 0.3807 8.2421 0.7478  -1.531
C 0.0991 6.7630 0.7668  0.493
C -0.1395 6.0580 -0.4014  -0.943
C -0.4201 4.6971 -0.3945  0.695
C -0.6726 4.0063 -1.7132  -1.281
C -0.4819 4.0260 0.8332  0.825
C -0.2409 4.7185 2.0345  0.972
C -0.2591 4.0493 3.3890  -1.182
C 0.0537 6.0720 1.9726  -0.955
C -0.8150 2.5664 0.8989  0.298
O -1.5894 2.1221 1.7383  -0.543
O -0.1726 1.8336 0.0164  -0.822
H 0.6031 8.5935 -0.2590  0.368
H 1.2225 8.4864 1.3969  0.374
H -0.4846 8.7968 1.1171  0.309
H -0.1062 6.5853 -1.3495  0.342
H -0.8015 4.7410 -2.5072  0.449
H -1.5629 3.3773 -1.6756  0.255
H 0.1641 3.3581 -1.9762  0.126
H 0.3015 3.1114 3.3824  -0.040
H -1.2789 3.8020 3.6807  0.294
H 0.1699 4.7111 4.1412  0.403
H 0.2550 6.6101 2.8938  0.376
C -4.6253 0.7653 0.0083  -1.437
C -3.2618 0.2739 -0.0540  0.650
N -2.1922 -0.1153 -0.1049  0.659
H -5.2802 0.1186 -0.5741  0.390
H -4.6636 1.7775 -0.3927  0.338
H -4.9600 0.7898 1.0442  0.328
C 3.0923 -2.6706 0.2664  -1.098
C 2.2889 -3.5916 1.1876  0.361
C 1.7505 -2.8801 2.4341  -1.181
C 1.1757 -4.2762 0.4240  0.648
C 1.2409 -5.6457 0.2986  -0.849
C 0.2729 -6.3670 -0.3906  -1.267
C -0.7978 -5.6942 -0.9663  -0.952
C -0.9359 -4.3250 -0.8786  0.527
C -2.1859 -3.7330 -1.4855  0.413
C -1.9026 -2.6808 -2.5623  -1.195
C -3.1213 -3.3018 -0.3431  -1.063
C 0.0634 -3.5564 -0.1621  -0.412
O 0.0048 -2.2743 -0.0272  -0.340
H 3.8313 -2.1033 0.8400  0.382
H 2.4369 -1.9739 -0.2458  -0.237
H 3.6204 -3.2519 -0.4911  0.518
H 2.9636 -4.3782 1.5286  0.844
H 1.0085 -2.1394 2.1503  -0.241
H 2.5622 -2.3848 2.9742  0.407
H 1.2767 -3.5956 3.1087  0.500
H 2.0770 -6.1664 0.7492  0.423
H 0.3538 -7.4428 -0.4811  0.392
H -1.5538 -6.2549 -1.5028  0.397
H -2.6944 -4.5520 -1.9959  0.532
H -1.2508 -1.8877 -2.2123  -0.102
H -2.8356 -2.2339 -2.9111  0.426
H -1.4164 -3.1556 -3.4168  0.383
H -2.6396 -2.5852 0.3181  -0.048
H -3.3978 -4.1746 0.2516  0.385
H -4.0393 -2.8607 -0.7400  0.388

The calculation puts the LUMO energy (alpha / beta) at -4.91 / -4.88 eV. As for the charge: +1. The energy above the lowest of the compared OMol25 structures with the same formula, charge and spin comes out at 54.4 kcal per mole. For the HOMO-LUMO gap (alpha / beta), the calculation gives 0.16803 / 0.16944 Ha. The value obtained for the highest occupied orbital energy (alpha / beta) is -9.48 / -9.49 eV. The value obtained for the calculated total energy is -56575.512 eV.

=====

(3)
The following is a quantum chemistry calculation of a gas-phase ion, C6H14N7 (charge +1), from OMol25.

Each line ends with the Mulliken charge.
CARTESIAN COORDINATES (ANGSTROEM)
H 0.4210 -0.5473 3.5755  0.241
N 0.6730 -0.3444 2.6511  -0.520
N 1.1370 -1.4159 2.2030  -0.053
C 1.6113 -1.4028 0.8854  -0.003
C 0.4545 -1.7836 -0.0125  -1.200
N -0.4913 -0.6969 -0.3321  0.138
C 0.0724 0.2164 -1.4693  -1.066
C 0.6200 1.7065 -1.0790  -0.730
N -0.3642 2.6395 -1.4580  -0.513
C -1.4863 -0.1986 0.4026  0.701
N -2.0561 0.9377 0.0281  -0.330
N -2.0233 -0.9761 1.3463  -0.346
C -2.2161 -1.9821 1.9548  0.503
N -2.4309 -2.9254 2.6334  -0.329
H 2.4082 -2.1454 0.6671  0.360
H 1.9755 -0.4067 0.6414  0.243
H -0.0616 -2.5109 0.6285  0.354
H 0.8597 -2.3443 -0.8799  0.489
H 0.9311 -0.4240 -2.0177  0.344
H -0.7408 0.3387 -2.1405  0.626
H 0.8096 1.5516 -0.0196  0.418
H 1.5559 1.6947 -1.5838  0.313
H -0.3123 3.5263 -0.9541  0.246
H -0.4182 2.8001 -2.5374  0.252
H -2.8293 1.3439 0.5758  0.293
H -1.5874 1.6900 -0.6179  0.347
H -3.0658 -3.3937 3.1226  0.221

The calculation puts the LUMO energy at -2.73 eV. The structure (SMILES) is [H]/N=N/CC/[N+](CCN)=C(/N)N=C=N. As for the charge: +1. The energy above the lowest of the compared OMol25 structures with the same formula, charge and spin comes out at 64.7 kcal per mole. For the HOMO-LUMO gap, the calculation gives 0.36371 Ha. The value obtained for the highest occupied orbital energy is -12.63 eV. The value obtained for the calculated total energy is -16870.611 eV.

=====

(4)
The following is a quantum chemistry calculation of C4H5NS in the gas phase, from OMol25.

Each line ends with the Mulliken charge.
CARTESIAN COORDINATES (ANGSTROEM)
C 0.3540 1.3583 -0.0668  -0.339
N 0.9694 0.7181 0.8150  -0.479
C 0.6407 -0.7062 0.6770  -0.396
C -0.5516 -0.8678 -0.2236  -0.235
S -1.9986 0.0292 0.3113  -0.127
C -0.7074 0.5843 -0.8285  -0.289
H 0.6651 2.3371 -0.1337  0.505
H 0.4520 -1.0906 1.7581  0.222
H 1.6022 -1.2402 0.2890  0.281
H -0.5306 -1.8388 -0.7035  0.427
H -0.8952 0.7167 -1.8942  0.431

The calculation puts the LUMO energy at 0.81 eV. The structure (SMILES) is C1=NC[C@H]2S[C@@H]12. The energy above the lowest of the compared OMol25 structures with the same formula, charge and spin comes out at 33.1 kcal per mole. For the HOMO-LUMO gap, the calculation gives 0.35879 Ha. The value obtained for the highest occupied orbital energy is -8.95 eV. The value obtained for the calculated total energy is -16552.628 eV.

=====

(5)
The following is a quantum chemistry calculation of 2 unconnected molecules or ions with the total composition C9H13BrClN3O, from OMol25.

Each line ends with the Mulliken charge.
CARTESIAN COORDINATES (ANGSTROEM)
C -0.6223 -1.7921 -2.1117  -0.863
C 0.0187 -1.5027 -0.9520  0.279
Br 0.4247 -2.7566 0.3046  -0.048
N 0.9068 -0.3453 -0.8954  0.382
N 1.0634 0.3323 -2.1485  -0.580
C 0.0284 1.4147 -2.2050  -0.850
C 1.1319 0.2847 0.3161  -0.264
N 0.2015 0.0272 1.2545  -0.121
C 0.4855 0.4290 2.4838  -0.393
C 1.6085 1.2059 2.8028  -0.629
C 2.5009 1.5867 1.8170  -0.408
C 2.2334 1.0953 0.5229  0.829
Cl 3.4543 1.2890 -0.6664  -0.266
H -0.8571 -2.8655 -2.1962  0.267
H -1.0656 -1.1731 -2.8205  0.280
H 1.9784 0.7309 -2.3280  0.375
H -0.1278 1.8782 -1.2711  0.291
H 0.3685 2.0981 -3.0309  0.398
H -0.9700 1.0245 -2.4659  0.220
H -0.3028 0.0339 3.2436  0.284
H 1.8670 1.4866 3.8438  0.331
H 3.2564 2.3431 1.9378  0.426
C -3.1361 -1.4142 0.8141  -0.591
O -2.5932 -0.1120 0.4857  -0.518
H -2.9673 -1.5776 1.8475  0.264
H -2.8410 -2.2238 0.2003  0.281
H -4.3685 -1.3593 0.6049  0.191
H -1.6767 -0.1378 0.6121  0.432

The calculation puts the LUMO energy at 0.28 eV. The structure (SMILES) is C=C(Br)N(NC)c1ncccc1Cl.CO. The energy above the lowest of the compared OMol25 structures with the same formula, charge and spin comes out at 6.0 kcal per mole. For the HOMO-LUMO gap, the calculation gives 0.31898 Ha. The value obtained for the highest occupied orbital energy is -8.40 eV. The value obtained for the calculated total energy is -98623.000 eV.

=====

(6)
The following is a quantum chemistry calculation of a molecular structure, C23H25BF6IrN5O8S4, from OMol25.

Each line ends with the Mulliken charge.
CARTESIAN COORDINATES (ANGSTROEM)
Ir -0.0036 0.7022 -0.6374  2.868
F -0.6808 6.1933 0.6969  -0.185
C -0.4934 4.9364 1.0543  0.505
F -1.5790 4.4691 1.6465  -0.177
F 0.5420 4.8480 1.8778  -0.201
S -0.1034 3.9448 -0.4594  1.249
O 0.3667 2.6501 0.1120  -0.694
O 0.8583 4.6750 -1.2080  -0.649
N -1.5207 3.8049 -1.0866  -0.492
S -2.0111 2.6396 -1.9906  1.083
O -1.8151 1.3033 -1.3245  -0.669
O -1.6556 2.7037 -3.3628  -0.622
C -3.8419 2.8054 -1.8089  0.478
F -4.4074 1.8548 -2.5331  -0.168
F -4.1785 2.6677 -0.5374  -0.170
F -4.2062 3.9939 -2.2503  -0.184
B -0.4216 -0.6014 -3.7219  0.228
N -0.2147 -1.5564 -2.5098  -0.258
C -0.1498 -2.8854 -2.5606  -0.237
C -0.3063 -3.4011 -1.2799  -1.468
C -0.4652 -2.2855 -0.4776  -0.172
N -0.4303 -1.1768 -1.2343  0.152
N 0.5718 0.5937 -3.5228  -0.052
C 1.2189 1.2733 -4.4632  -0.206
C 2.0439 2.2200 -3.8697  -1.245
C 1.8474 2.0596 -2.5141  -0.473
N 0.9614 1.0620 -2.3205  0.199
H -0.0846 -1.1988 -4.7045  -0.142
H -1.5542 -0.2040 -3.7434  -0.108
H -0.0405 -3.3789 -3.5108  0.478
H -0.3266 -4.4336 -0.9819  0.507
H -0.6486 -2.2223 0.5804  0.612
H 1.0689 1.0224 -5.4994  0.494
H 2.7018 2.9181 -4.3541  0.453
H 2.2943 2.5679 -1.6774  0.684
C 7.1480 -3.8062 0.2100  -1.424
C 5.9490 -2.9500 0.4924  0.932
C 5.9783 -1.5758 0.2616  -0.923
C 4.8810 -0.7823 0.5352  -0.915
C 3.7355 -1.3851 1.0439  0.457
C 3.6685 -2.7549 1.2818  -0.075
C 4.7839 -3.5214 1.0032  -0.960
S 2.3955 -0.3186 1.3387  1.272
O 1.3699 -1.7904 3.0320  -0.350
O 2.6561 0.6694 2.3141  -0.619
O 1.8957 0.1116 0.0264  -0.667
H 7.9347 -3.2409 -0.2844  0.355
H 6.8788 -4.6512 -0.4239  0.363
H 7.5519 -4.2107 1.1393  0.338
H 6.8754 -1.1193 -0.1349  0.336
H 4.9165 0.2850 0.3591  0.457
H 2.7783 -3.2189 1.6783  0.471
H 4.7500 -4.5873 1.1882  0.411
C -6.6581 -1.3172 1.8687  -1.524
C -5.2809 -0.7253 1.9804  0.836
C -4.9274 0.0392 3.0927  -0.969
C -3.6707 0.6023 3.2069  -0.632
C -2.7215 0.3978 2.2063  0.327
C -3.0597 -0.3614 1.0987  -0.035
C -4.3298 -0.9130 0.9872  -1.181
S -1.1243 1.1874 2.3308  0.549
C -0.5495 0.5311 3.9105  -0.940
O 1.1681 -1.3253 1.8135  -0.067
H -7.4141 -0.5312 1.8408  0.343
H -6.8796 -1.9514 2.7278  0.360
H -6.7602 -1.9174 0.9666  0.370
H -5.6566 0.2075 3.8760  0.419
H -3.4345 1.2202 4.0641  0.556
H -2.3410 -0.5366 0.3099  0.342
H -4.5764 -1.5030 0.1129  0.390
H -0.0373 -0.4152 3.8046  0.089
H -1.3904 0.3605 4.5762  0.490
H 0.1605 1.2331 4.3411  0.401

The calculation puts the LUMO energy (alpha / beta) at -3.66 / -5.41 eV. As for the charge: +1. The energy above the lowest of the compared OMol25 structures with the same formula, charge and spin comes out at 112.1 kcal per mole. For the HOMO-LUMO gap (alpha / beta), the calculation gives 0.27987 / 0.21548 Ha. Its multiplicity is 2. The value obtained for the highest occupied orbital energy (alpha / beta) is -11.28 / -11.28 eV. The value obtained for the calculated total energy is -111237.180 eV.

=====

> Which value of calculated total energy does entry 2 give?

-56575.512 eV

=====

> What is the calculated total energy in the second record?

-56575.512 eV

=====

> calculated total energy of number 6 (C23H25BF6IrN5O8S4)?

-111237.180 eV

=====

Repeat the fourth record exactly.
The following is a quantum chemistry calculation of C4H5NS in the gas phase, from OMol25.

Each line ends with the Mulliken charge.
CARTESIAN COORDINATES (ANGSTROEM)
C 0.3540 1.3583 -0.0668  -0.339
N 0.9694 0.7181 0.8150  -0.479
C 0.6407 -0.7062 0.6770  -0.396
C -0.5516 -0.8678 -0.2236  -0.235
S -1.9986 0.0292 0.3113  -0.127
C -0.7074 0.5843 -0.8285  -0.289
H 0.6651 2.3371 -0.1337  0.505
H 0.4520 -1.0906 1.7581  0.222
H 1.6022 -1.2402 0.2890  0.281
H -0.5306 -1.8388 -0.7035  0.427
H -0.8952 0.7167 -1.8942  0.431

The calculation puts the LUMO energy at 0.81 eV. The structure (SMILES) is C1=NC[C@H]2S[C@@H]12. The energy above the lowest of the compared OMol25 structures with the same formula, charge and spin comes out at 33.1 kcal per mole. For the HOMO-LUMO gap, the calculation gives 0.35879 Ha. The value obtained for the highest occupied orbital energy is -8.95 eV. The value obtained for the calculated total energy is -16552.628 eV.